[1]
This record from the Open Molecules 2025 dataset describes a structure of composition C40H37BBr2NO8. The level of theory is ωB97M-V/def2-TZVPD.

Values from the calculation:
2S+1   2
Molecular weight   830.4 g/mol
E_tot   -7376.1373 a.u.
Frontier orbital gap (alpha / beta)   0.2704 / 0.2980 Eh
Charge   0

```
89
Properties=species:S:1:pos:R:3:forces:R:3:mulliken_spin:R:1
Br 2.8164 -1.6399 5.3899 0.0 0.1 0.2 0.00
Br 4.6998 -3.7345 6.9867 0.1 0.1 0.2 0.00
O 2.2832 -4.6633 2.9984 -0.1 0.2 -0.5 0.00
O 0.5209 -3.9488 4.4005 -0.1 -0.1 0.0 0.00
O -3.8025 -3.8321 -4.1240 0.0 0.0 0.0 0.00
O -4.2187 8.0371 -1.4139 0.0 0.0 0.0 0.00
O -2.4571 1.3047 -3.3546 0.0 0.0 0.0 0.00
O 0.1809 -5.7722 2.8818 -0.3 0.2 0.1 0.00
O -0.5747 4.9483 1.0341 0.0 0.0 0.0 0.00
O 3.0697 -1.6481 -0.6711 0.4 0.2 -0.1 0.47
N 3.5533 -1.8961 0.4815 -0.7 -0.5 0.1 0.46
C 3.0231 -3.4253 3.0394 0.1 0.0 0.2 -0.01
C -4.0829 -0.2288 -4.1085 0.0 0.0 0.0 0.00
C -2.7140 6.2253 -1.5857 0.0 0.0 0.0 0.00
C -2.2205 -2.2998 -3.2739 0.0 0.0 0.0 0.00
C 1.8899 -0.2108 1.1580 0.0 0.1 0.1 0.00
C -2.7703 0.1424 -3.5077 0.0 0.0 0.0 0.00
C 4.7898 -5.3381 4.6639 0.0 0.0 0.0 0.00
C 4.2291 -4.0378 5.1828 0.0 -0.1 -0.2 0.00
C -2.9543 7.6212 0.5342 0.0 0.0 0.0 0.00
C -5.6514 -1.8806 -4.8970 0.0 0.0 0.0 0.00
C 5.4379 -3.3547 -0.0336 0.1 0.0 0.0 0.03
C -1.4905 4.1467 -2.9686 0.1 0.1 0.0 0.00
C -1.6650 7.0684 2.4948 0.0 0.0 0.0 0.00
C -2.4508 4.9337 -3.5944 0.0 0.0 0.0 0.00
C -1.3636 -3.3087 -2.8494 0.0 0.0 0.0 0.00
C -3.1551 8.9558 2.5211 0.0 0.0 0.0 0.00
C -1.3771 5.6608 0.4695 0.0 0.0 0.0 0.00
C 0.2099 -1.6525 -2.0801 -0.1 0.0 0.0 -0.02
C 4.2553 -3.6299 2.1300 -0.1 0.0 0.0 0.02
C 2.9088 -1.2258 1.6571 0.2 0.1 0.0 -0.03
C 4.0711 -3.2898 0.6475 0.1 0.1 0.0 -0.02
C -3.0595 5.9702 -2.9080 0.0 0.0 0.0 0.00
C 3.9850 -0.4726 2.4454 0.0 0.1 0.0 0.02
C -4.9702 0.7811 -4.4620 0.0 0.0 0.0 0.00
C -1.8618 -0.9627 -3.0916 0.0 0.0 0.0 0.00
C -6.5299 -0.8707 -5.2508 0.0 0.0 0.0 0.00
C 2.1576 -2.3073 2.4421 -0.1 0.1 0.0 0.01
C -1.7570 5.4292 -0.9531 0.0 0.0 0.0 0.00
C -6.1914 0.4599 -5.0295 0.0 0.0 0.0 0.00
C -0.1571 -2.9836 -2.2521 0.0 0.0 0.0 0.02
C 3.1365 -4.2879 -0.0414 0.1 -0.2 0.0 0.03
C -1.1467 4.3939 -1.6509 0.0 0.0 0.0 0.00
C -0.6446 -0.6465 -2.5001 0.0 0.0 0.0 0.00
C -2.0197 6.8082 1.1763 0.0 0.0 0.0 0.00
C 3.4719 -3.1723 4.5036 0.0 -0.3 0.0 0.00
C -4.4272 -1.5645 -4.3202 0.0 0.0 0.0 0.00
C -3.5182 8.6965 1.2108 0.0 0.0 0.0 0.00
C -3.3738 7.3554 -0.8740 0.0 0.0 0.0 0.00
C -3.5082 -2.6732 -3.9255 0.0 0.0 0.0 0.00
C -2.2315 8.1391 3.1647 0.0 0.0 0.0 0.00
B 0.9783 -4.7725 3.4107 0.2 0.0 0.2 0.00
H 5.6605 -5.1620 4.0327 0.0 0.0 0.0 0.00
H -1.0199 3.3365 -3.5063 0.0 0.0 0.0 0.00
H -0.4025 -4.1278 4.6052 0.0 0.0 0.0 0.00
H 5.1023 -3.0832 2.5429 0.0 0.0 -0.1 0.00
H 5.1203 -5.9571 5.4929 -0.1 0.0 0.0 0.00
H -4.2381 9.3160 0.6937 0.0 0.0 0.0 0.00
H 1.5402 -1.8356 3.2034 0.0 -0.1 -0.1 0.00
H 2.1651 -4.3705 0.4420 0.0 0.1 0.0 0.00
H 3.5980 -5.2764 0.0087 0.0 0.0 0.0 0.00
H 2.3386 0.4761 0.4435 0.0 0.0 0.0 0.00
H 4.7149 -1.1185 2.9285 0.0 0.0 0.0 -0.01
H -3.8069 6.5942 -3.3788 0.0 0.0 0.0 0.00
H 1.5431 0.3705 2.0138 0.0 0.0 0.0 0.00
H -0.1242 -5.6211 1.9837 0.2 -0.2 -0.1 0.00
H -7.4835 -1.1188 -5.6980 0.0 0.0 0.0 0.00
H 5.9523 -4.2756 0.2484 0.0 0.0 0.0 0.00
H 3.0171 -4.0177 -1.0880 -0.1 0.0 0.0 -0.01
H -6.8831 1.2465 -5.3010 0.0 0.0 0.0 0.00
H -4.6872 1.8095 -4.2825 0.0 0.0 0.0 0.00
H -0.3833 0.3951 -2.3694 0.0 0.0 0.0 0.00
H 3.5202 0.1229 3.2304 0.0 0.0 -0.1 0.00
H -2.7248 4.7327 -4.6220 0.0 0.0 0.0 0.00
H 1.0235 -0.6916 0.7046 0.1 0.0 -0.1 0.01
H 4.5131 0.1955 1.7638 0.0 0.0 0.0 0.00
H 4.0368 -5.8847 4.1002 0.0 0.0 -0.1 0.00
H -5.8975 -2.9214 -5.0572 0.0 0.0 0.0 0.00
H 6.0574 -2.5088 0.2666 0.0 0.0 0.0 0.00
H -1.6593 -4.3384 -2.9985 0.0 0.0 0.0 0.00
H -0.9431 6.4227 2.9757 0.0 0.0 0.0 0.00
H -3.5920 9.7958 3.0452 0.0 0.0 0.0 0.00
H 1.4741 -2.7697 1.7248 0.0 -0.1 0.0 0.01
H 1.1536 -1.4103 -1.6098 0.0 0.0 0.0 0.00
H -0.4085 3.7889 -1.1421 0.0 0.0 0.0 0.00
H 0.5110 -3.7697 -1.9218 0.0 0.0 0.0 0.00
H 4.5172 -4.6829 2.1480 0.0 -0.1 0.1 0.00
H 5.3248 -3.3488 -1.1170 0.0 0.1 0.0 0.00
H -1.9531 8.3412 4.1907 0.0 0.0 0.0 0.00
```
Positions in Å, forces in eV/Å.

=====

[2]
This record from the Open Molecules 2025 dataset describes the molecule C20H16N4 at a distorted geometry. The level of theory is ωB97M-V/def2-TZVPD.

Values from the calculation:
SMILES   C[C@@H](n1nnc2ccccc21)n1c2ccccc2c2ccccc21
Molecular weight   312.4 g/mol
E_tot   -990.7120 a.u.
ΔE to the lowest compared entry with this formula, charge and spin   52.7 kJ/mol
Frontier orbital gap   0.3146 Eh
Charge   0

```
40
Properties=species:S:1:pos:R:3:forces:R:3:nbo_charge:R:1
N -2.3630 -2.7756 0.7238 -0.9 0.1 -2.1 -0.04
N -1.0869 -2.3693 0.6752 0.2 0.6 -0.8 -0.22
N -0.1422 -1.0150 2.5358 -0.3 -0.4 -0.2 -0.43
N -2.9429 -2.7893 -0.4375 1.5 0.4 1.5 -0.22
C -0.4256 -2.3494 2.1022 -1.3 1.1 -1.8 0.16
C -1.9927 -2.3428 -1.3244 0.0 -0.2 0.0 0.03
C -3.1776 1.1120 3.1782 0.7 0.0 -0.2 -0.20
C 1.1230 -0.5210 2.7757 0.8 -0.3 0.4 0.25
C -2.4861 2.3142 3.3766 0.7 0.1 0.2 -0.24
C -2.4976 -0.1029 2.9362 -0.2 0.9 0.0 -0.27
C 0.0285 -1.4887 -2.9360 0.0 -0.2 0.8 -0.20
C -1.0907 -0.0446 2.8463 -0.2 0.6 0.7 0.24
C -1.4116 -3.0269 2.9977 -0.4 -1.0 1.7 -0.68
C -1.0885 2.3236 3.4262 0.0 -0.4 -0.2 -0.17
C 2.3209 -1.2669 2.7736 -0.1 1.4 0.0 -0.29
C 3.4892 -0.5382 3.0415 -0.8 0.2 -0.1 -0.20
C 0.2924 -1.5756 -1.5409 0.1 0.1 -0.3 -0.26
C 1.0259 0.8441 3.1671 0.2 -0.8 -0.6 -0.11
C -0.7716 -2.0412 -0.7069 -0.4 -0.3 0.9 0.15
C -2.2317 -2.2853 -2.6828 0.4 0.2 -0.4 -0.19
C -0.3807 1.1485 3.2016 -1.2 -0.6 -0.6 -0.10
C 2.1860 1.5809 3.3656 0.4 -1.2 -0.1 -0.16
C -1.2121 -1.8606 -3.5140 -0.3 0.0 0.0 -0.22
C 3.3947 0.8441 3.2953 -0.3 0.8 0.1 -0.24
H -3.2306 -2.6068 -2.9253 -0.1 0.1 -0.8 0.23
H 4.4698 -1.0278 3.0384 -0.5 0.2 0.0 0.22
H 0.4636 -2.9211 1.9505 0.7 0.0 0.2 0.22
H 4.3034 1.3907 3.4628 0.4 0.1 0.0 0.21
H -4.2629 1.1877 3.1733 0.2 -0.5 0.1 0.22
H -0.4722 3.1974 3.5706 -0.4 0.4 0.2 0.21
H -1.0199 -4.0319 3.1583 -0.3 -0.2 0.2 0.22
H -3.0138 3.2555 3.5301 0.0 -0.3 -0.1 0.22
H 0.7838 -1.1413 -3.6515 0.0 -0.1 0.7 0.22
H -1.4669 -2.5293 3.9969 0.1 -0.3 -0.9 0.23
H -1.3607 -1.7914 -4.6085 0.2 0.0 0.8 0.22
H -2.4058 -3.1216 2.5121 0.9 0.1 1.0 0.29
H 2.0847 2.6548 3.5661 0.6 -0.5 0.0 0.22
H 1.2939 -1.2852 -1.1536 -1.0 -0.3 -0.3 0.23
H -3.0997 -1.0066 2.8566 0.4 0.2 -0.3 0.23
H 2.3110 -2.3267 2.5711 0.2 0.0 0.0 0.21
```
Positions in Å, forces in eV/Å.

=====

[3]
This record from the Open Molecules 2025 dataset describes a structure of composition C5H10O at a distorted geometry. The level of theory is ωB97M-V/def2-TZVPD.

Values from the calculation:
Molecular weight   86.1 g/mol
E_tot   -271.6165 a.u.
ΔE to the lowest compared entry with this formula, charge and spin   357.3 kJ/mol
Frontier orbital gap   0.3375 Eh
Charge   0

```
16
Properties=species:S:1:pos:R:3:forces:R:3:nbo_charge:R:1
O 0.3997 2.3820 -0.3634 -0.4 -0.6 0.1 -0.57
C 2.2240 -0.1843 -0.2375 -0.1 0.0 -0.1 -0.60
C -0.3273 0.1187 -0.4578 -1.2 -0.3 1.0 -0.25
C -0.5019 1.5613 -0.4506 -0.2 -0.1 -0.1 0.35
C -2.0643 -0.6001 0.3522 0.3 0.3 0.6 -0.62
C 0.8195 -0.4977 0.3164 -0.2 -0.2 0.0 -0.44
H -1.8177 -0.2705 1.3428 -0.2 0.0 0.5 0.23
H 2.9793 -0.6653 0.3984 -0.2 0.1 -0.1 0.21
H 2.3468 -0.5675 -1.2555 -0.1 0.1 0.1 0.20
H -1.2318 -0.4953 -0.8149 1.1 0.1 -1.5 0.29
H -2.9855 -0.1358 -0.0303 0.7 0.1 0.0 0.23
H -1.5541 1.8895 -0.5472 0.0 0.2 -0.2 0.10
H 0.6863 -1.5830 0.3230 0.0 0.0 0.1 0.21
H 2.4183 0.8911 -0.2465 -0.1 -0.2 0.0 0.24
H 0.7862 -0.1465 1.3608 0.0 -0.1 -0.2 0.19
H -2.1774 -1.6965 0.3102 0.6 0.5 -0.2 0.23
```
Positions in Å, forces in eV/Å.